Density functional theory data (ωB97M-V with the def2-TZVPD basis set) for a cluster of 4 separate species, C38H61BrN8O8PS5 in total in a non-equilibrium geometry.

Last column: Mulliken charge in e.
Positions of all 122 atoms, in Å:
C (-1.46, -3.50, 1.97)  -0.4413
C (-2.41, -2.75, 0.94)  -0.2457
S (-1.32, -1.64, -0.09)  -0.1481
C (-1.78, 0.11, 0.29)  -1.9062
C (-0.65, 1.17, 0.49)  1.6106
C (0.19, 0.85, 1.83)  -1.8636
C (1.01, -0.48, 1.88)  -0.6255
C (2.41, -0.20, 2.62)  -0.6527
S (3.48, -1.65, 2.30)  -0.1735
C (2.58, -3.10, 2.93)  0.2089
S (1.85, -3.00, 4.41)  -0.1749
N (2.51, -4.28, 2.14)  0.2365
C (2.27, -4.23, 0.77)  -0.2113
C (2.26, -5.62, 0.34)  -0.5654
N (2.46, -6.40, 1.50)  -0.6281
C (2.63, -5.61, 2.57)  -0.0106
N (-1.31, 2.44, 0.93)  0.4666
S (-2.96, 2.65, 1.17)  -0.1355
C (-0.63, 3.65, 0.77)  -0.3232
N (-0.32, 4.42, 1.79)  0.1343
C (-0.65, 4.11, 3.19)  0.0904
C (0.45, 4.70, 4.17)  -0.0191
O (0.08, 5.16, 5.21)  -0.4595
O (1.80, 4.66, 3.80)  -0.3063
C (2.53, 4.31, 5.01)  0.5533
C (2.46, 2.82, 5.48)  -0.4267
O (3.13, 5.14, 5.59)  -0.4442
N (-0.22, 4.06, -0.53)  -0.2821
C (-0.36, 2.87, -1.45)  -0.4307
P (-2.09, 2.67, -2.20)  0.3900
O (-2.99, 4.04, -1.69)  -0.5179
Br (-2.00, 2.98, -4.45)  -0.2233
C (0.25, 1.53, -0.77)  1.2210
C (0.27, 0.47, -1.94)  -1.7375
C (1.18, 0.80, -3.20)  -0.5823
C (0.44, 0.49, -4.59)  -0.8059
S (1.50, -0.68, -5.60)  -0.2316
C (1.75, 1.94, -0.47)  -1.4011
C (2.90, 0.90, -0.46)  0.5925
O (2.91, -0.29, -0.64)  -0.4314
C (4.34, 1.55, -0.26)  -0.0777
C (4.83, 2.36, -1.39)  -0.0094
C (6.13, 3.02, -1.41)  -0.9775
C (6.96, 2.83, -0.20)  -0.3416
C (6.47, 2.05, 0.94)  -0.9377
C (5.16, 1.40, 0.92)  0.0392
H (-1.67, -3.12, 3.00)  0.2306
H (-0.40, -3.30, 1.68)  -0.2394
H (-1.62, -4.61, 1.88)  0.3814
H (-3.22, -2.14, 1.42)  0.3855
H (-2.88, -3.47, 0.22)  0.2372
H (-2.27, -0.04, 1.30)  0.8623
H (-2.55, 0.38, -0.49)  0.2069
H (0.80, 1.74, 2.16)  0.0397
H (-0.62, 0.77, 2.62)  0.9969
H (0.48, -1.18, 2.59)  0.6947
H (1.13, -1.05, 0.94)  -0.3138
H (2.14, -0.15, 3.72)  0.7356
H (2.82, 0.78, 2.26)  0.2011
H (2.14, -3.29, 0.20)  0.4620
H (2.10, -5.93, -0.71)  0.3586
H (2.84, -5.97, 3.59)  0.3617
H (-3.25, 3.13, 2.44)  0.1466
H (0.19, 5.30, 1.63)  0.3871
H (-1.61, 4.62, 3.49)  0.3313
H (-0.80, 3.02, 3.39)  0.1792
H (3.09, 2.64, 6.38)  0.3600
H (2.75, 2.17, 4.60)  -0.0590
H (1.39, 2.58, 5.73)  0.2767
H (-0.76, 4.85, -0.88)  0.4750
H (0.29, 3.18, -2.33)  0.8973
H (-2.70, 4.76, -2.28)  0.3316
H (0.65, -0.52, -1.56)  0.1076
H (-0.76, 0.21, -2.34)  1.0012
H (1.65, 1.81, -3.21)  0.0505
H (2.05, 0.08, -3.20)  0.4935
H (0.34, 1.41, -5.22)  0.3270
H (-0.53, -0.05, -4.45)  0.3563
H (2.59, 0.12, -5.86)  0.1502
H (2.04, 2.69, -1.26)  0.8728
H (1.84, 2.54, 0.48)  0.3390
H (4.19, 2.48, -2.30)  0.2508
H (6.46, 3.62, -2.29)  0.3850
H (7.97, 3.31, -0.22)  0.3834
H (7.18, 1.99, 1.81)  0.3600
H (4.84, 0.78, 1.79)  0.2080
C (7.91, 0.52, -5.26)  0.0936
O (6.93, 1.23, -5.18)  -0.5926
N (9.00, 0.62, -4.46)  0.1413
C (10.14, -0.27, -4.60)  -0.9217
C (9.03, 1.65, -3.44)  -0.8222
H (7.99, -0.29, -6.00)  0.2793
H (10.29, -0.81, -3.66)  0.3306
H (11.03, 0.32, -4.82)  0.3279
H (9.98, -0.99, -5.40)  0.3014
H (8.19, 1.50, -2.76)  0.2098
H (8.93, 2.62, -3.91)  0.2870
H (9.97, 1.61, -2.88)  0.3686
C (-6.21, -2.65, -0.68)  0.1141
O (-7.04, -2.53, 0.20)  -0.6097
N (-6.12, -3.69, -1.54)  0.1209
C (-5.11, -3.76, -2.57)  -0.9429
C (-7.08, -4.78, -1.42)  -0.9107
H (-5.44, -1.88, -0.86)  0.2730
H (-5.59, -3.82, -3.55)  0.3905
H (-4.50, -4.66, -2.42)  0.3410
H (-4.46, -2.88, -2.54)  0.2636
H (-8.09, -4.38, -1.55)  0.2356
H (-7.01, -5.22, -0.42)  0.3092
H (-6.89, -5.54, -2.17)  0.3903
C (-12.40, -1.99, 0.85)  0.1110
O (-12.65, -1.56, -0.26)  -0.5815
N (-11.16, -2.21, 1.34)  0.1363
C (-10.94, -2.73, 2.68)  -0.8787
C (-10.01, -1.91, 0.50)  -0.9785
H (-13.20, -2.25, 1.57)  0.2628
H (-10.35, -2.01, 3.25)  0.3096
H (-10.39, -3.67, 2.61)  0.3106
H (-11.88, -2.90, 3.19)  0.3104
H (-10.03, -0.86, 0.23)  0.2904
H (-10.07, -2.51, -0.41)  0.2440
H (-9.09, -2.14, 1.02)  0.4793

Values from the calculation:
HOMO-LUMO gap   0.223 Eh
Energy   -202192.3257 eV
Total charge   +1
E_LUMO   -4.02 eV